1.
C34H71INNbO14PS7 | ωB97M-V/def2-TZVPD

```
130
Properties=species:S:1:pos:R:3
C 1.36566 2.04700 -2.07547
C 0.87581 0.47575 -2.37219
C 0.24783 0.28971 -3.87448
C -1.38039 0.44295 -3.97612
N -2.12912 0.24957 -2.67663
C -2.52893 1.64344 -2.23643
C -3.12674 1.74468 -0.71323
C -2.93192 3.34110 -0.25400
C -4.00368 4.33005 -1.01815
Nb -3.06908 5.43758 -2.83352
C -2.16651 6.28532 -4.76155
C -2.31573 5.09525 -5.91970
O -1.42271 4.07786 -5.97874
I -3.95792 5.05045 -7.38234
P -5.17021 6.90651 -3.13274
O -6.40639 6.35355 -2.31630
O -4.70042 8.50989 -2.60048
O -5.56966 7.01594 -4.84381
C -3.31822 -0.62208 -3.01505
S -3.17131 -2.31175 -2.66383
S -4.92113 -0.07416 -3.81418
C -6.42699 -0.77234 -2.94294
C -7.52969 0.42840 -2.58101
C -7.91237 1.35101 -3.90017
H 0.84690 2.81162 -2.79378
H 1.20969 2.27528 -0.92745
H 2.53423 2.12112 -2.30564
H 1.89083 -0.15287 -2.35665
H 0.22427 0.04613 -1.50013
H 0.61720 -0.71126 -4.37195
H 0.70543 1.16321 -4.54695
H -1.82384 -0.34935 -4.74586
H -1.67672 1.53023 -4.37007
H -1.52348 2.28709 -2.24034
H -3.27478 2.16754 -2.97694
H -4.30100 1.55197 -0.64850
H -2.60346 1.04337 0.06898
H -3.20652 3.37494 0.89740
H -1.81266 3.69761 -0.33905
H -4.55730 5.08667 -0.30178
H -4.85363 3.61226 -1.45029
H -3.79909 4.09721 -3.86877
H -1.51365 4.46181 -2.65182
H -2.32008 6.70507 -1.78282
H -1.02726 6.55259 -4.68777
H -2.79376 7.21351 -5.16247
H -3.85364 8.35845 -2.08068
H -5.08699 7.82317 -5.23290
H -6.19420 -1.40850 -1.98873
H -6.98154 -1.48375 -3.70459
H -8.54431 -0.07318 -2.22524
H -7.12047 1.05185 -1.67774
H -7.44193 0.95201 -4.89572
H -7.45953 2.44086 -3.73011
H -9.08670 1.52751 -4.01670
C 6.81916 1.76833 0.25594
C 6.65965 0.33274 0.75418
C 5.19076 0.13674 1.12566
S 4.26051 1.26186 0.09590
O 3.64324 2.25946 0.94437
O 3.50744 0.50174 -0.88164
C 5.66764 1.99960 -0.71116
H 7.78776 1.92514 -0.22764
H 6.74540 2.46328 1.10095
H 6.93361 -0.36402 -0.04732
H 7.31362 0.12533 1.60694
H 4.86077 -0.88756 0.93476
H 5.00356 0.39995 2.17033
H 5.47550 3.05613 -0.90560
H 5.83092 1.46656 -1.65257
C 1.01634 -0.92446 2.38523
C 0.04128 -1.62033 1.43675
C 0.84993 -2.59359 0.58065
S 2.26287 -3.06967 1.56483
O 3.46033 -2.56663 0.92517
O 2.12070 -4.45559 1.96416
C 1.88947 -2.02876 2.96222
H 0.49367 -0.37289 3.17213
H 1.63319 -0.21231 1.82418
H -0.70348 -2.17414 2.02118
H -0.49944 -0.90143 0.81328
H 0.26877 -3.48328 0.32527
H 1.21775 -2.11447 -0.33084
H 2.81326 -1.65696 3.40873
H 1.33493 -2.63018 3.68874
C 1.34465 -10.16132 2.32059
C 1.92972 -8.85020 2.84334
C 1.48421 -7.73866 1.89462
S -0.06708 -8.27540 1.18959
O 0.12129 -8.48823 -0.23004
O -1.13930 -7.45406 1.71514
C -0.11186 -9.86317 1.99744
H 1.43666 -10.96797 3.05372
H 1.87622 -10.46689 1.41147
H 1.54167 -8.65344 3.85013
H 3.02096 -8.89418 2.91516
H 1.33523 -6.79395 2.42362
H 2.19773 -7.59981 1.07774
H -0.56631 -10.60504 1.33859
H -0.70423 -9.75710 2.91116
C 6.94396 -6.83359 2.14220
C 6.26468 -6.00348 1.05403
C 5.23785 -5.10263 1.73825
S 5.84610 -4.81952 3.39401
O 4.93149 -5.43536 4.33228
O 6.27020 -3.43911 3.51673
C 7.29081 -5.85318 3.25271
H 7.83419 -7.34595 1.76589
H 6.24766 -7.59374 2.51609
H 7.01479 -5.38681 0.54413
H 5.79182 -6.63737 0.29741
H 5.13419 -4.14555 1.22077
H 4.26326 -5.59257 1.81436
H 7.49651 -6.34050 4.20728
H 8.13207 -5.21506 2.96612
C -1.89994 6.56719 5.20259
C -3.34654 6.57885 4.71084
C -3.35478 6.00158 3.29635
S -1.96395 4.88407 3.20464
O -1.00764 5.41570 2.25650
O -2.45129 3.52104 3.13310
C -1.35607 5.19033 4.85154
H -1.83456 6.76321 6.27680
H -1.32582 7.34213 4.68077
H -3.96045 5.95179 5.36876
H -3.77176 7.58720 4.72823
H -4.27679 5.45155 3.09172
H -3.21213 6.78262 2.54449
H -0.26581 5.14354 4.86224
H -1.77291 4.42259 5.51023
```

As for the net charge: -1. The value obtained for the maximum force is 8.6 eV/Å. The HOMO-LUMO gap is 6.7 eV.

Results of the Löwdin charge analysis, in e, for atoms 1 through 8: -0.14, -0.24, -0.17, -0.20, -0.22, -0.25, -0.17, -0.31

2.
C34H72INO19P4 | ωB97M-V/def2-TZVPD

```
131
Properties=species:S:1:pos:R:3
C -5.10717 3.88366 4.80941
C -5.21786 4.38399 3.33784
N -4.96967 3.36188 2.29302
C -4.45729 2.14292 2.76723
C -5.17706 1.00776 2.80506
C -6.63343 0.86990 2.35145
C -7.52926 0.96839 3.62510
O -7.29571 -0.17212 4.46585
C -4.51503 -0.29129 3.30221
O -4.75855 -1.33563 2.79932
C -3.50638 -0.12068 4.44204
C -2.77758 0.99027 4.39845
I -1.32964 1.28305 5.93144
C -2.99539 1.98980 3.23858
O -2.10590 2.60080 2.75415
H -4.03014 3.78105 5.06918
H -5.47267 4.71443 5.45381
H -5.69348 2.98079 5.04028
H -4.54613 5.25890 3.20276
H -6.26028 4.75470 3.20802
H -5.75307 3.23321 1.66870
H -6.96548 1.64318 1.63723
H -6.83229 -0.13741 1.92878
H -7.26814 1.87617 4.20839
H -8.61148 1.03132 3.38422
H -7.63179 0.05320 5.34425
H -3.38511 -0.88092 5.22718
C -0.84530 -6.64336 -2.92143
C -1.55164 -5.31536 -2.72437
O -2.00721 -5.16963 -1.38604
P -0.99177 -4.61425 -0.19324
O -0.44408 -3.44862 -0.98411
O -2.06503 -3.75652 0.72668
C -1.64713 -2.52851 1.33241
C -2.29744 -1.35897 0.62407
O -1.34136 -5.96502 0.71281
C -2.66748 -6.50417 0.78051
C -2.70136 -7.86742 0.09290
H -0.00183 -6.74409 -2.23281
H -0.47740 -6.73515 -3.94536
H -1.52627 -7.47262 -2.72477
H -0.90506 -4.48854 -3.02247
H -2.43524 -5.27313 -3.36582
H -0.55957 -2.43547 1.32205
H -1.96461 -2.55036 2.37769
H -2.09669 -1.38107 -0.44809
H -1.93735 -0.40868 1.02673
H -3.38096 -1.40040 0.74165
H -3.40732 -5.83103 0.35686
H -2.90671 -6.61675 1.83925
H -1.77775 -8.07564 -0.44266
H -3.53490 -7.92596 -0.60953
H -2.84592 -8.66364 0.82610
C 2.60269 -5.25341 -5.79471
C 4.05961 -4.83193 -5.80563
O 4.69146 -5.14153 -4.57031
P 5.30242 -6.64983 -4.28500
O 6.03501 -6.88009 -5.58144
O 6.62062 -6.26783 -3.36065
C 7.82954 -7.01698 -3.51524
C 8.86856 -6.16730 -4.21662
O 4.42062 -6.82596 -2.89368
C 4.24350 -5.73733 -1.97873
C 2.77886 -5.30624 -1.97814
H 2.50641 -6.32348 -5.58967
H 2.13205 -5.03475 -6.75471
H 2.05581 -4.72192 -5.01386
H 4.58386 -5.28123 -6.65054
H 4.12570 -3.74888 -5.93204
H 7.65140 -7.94537 -4.06006
H 8.18236 -7.28598 -2.51687
H 8.49296 -5.78234 -5.16551
H 9.77888 -6.73884 -4.40886
H 9.12325 -5.29958 -3.60466
H 4.89950 -4.89970 -2.20169
H 4.52320 -6.10766 -0.99116
H 2.21101 -5.78570 -2.77304
H 2.69544 -4.22409 -2.09175
H 2.30322 -5.56406 -1.02847
C -4.51701 9.58784 0.91515
C -5.54869 9.15397 1.93855
O -6.85482 9.57289 1.56168
P -7.77617 8.67388 0.50341
O -7.55205 7.38274 1.27359
O -9.28464 8.95355 1.14063
C -10.24901 7.89701 1.15494
C -10.44246 7.39676 2.57255
O -7.99254 10.08686 -0.36114
C -8.19436 11.35078 0.28554
C -6.99053 12.25477 0.03071
H -4.75813 9.19254 -0.07572
H -3.52269 9.24043 1.20056
H -4.49148 10.67521 0.83390
H -5.50112 8.07578 2.09761
H -5.33036 9.62553 2.89987
H -9.95078 7.08331 0.49158
H -11.18918 8.30223 0.77390
H -9.49317 7.09924 3.01989
H -11.12321 6.54333 2.59661
H -10.85267 8.18899 3.20193
H -8.38706 11.24271 1.34858
H -9.08902 11.79066 -0.15887
H -6.16922 11.71592 -0.43614
H -6.63466 12.69738 0.96293
H -7.26344 13.08003 -0.63017
C 12.85812 0.06127 0.05151
C 12.12233 -1.10246 -0.58413
O 10.72809 -1.03692 -0.31418
P 9.72789 -0.11013 -1.24727
O 10.21157 -0.51000 -2.61719
O 8.35676 -1.03629 -1.22709
C 7.55113 -1.12228 -2.40685
C 7.70298 -2.49304 -3.03387
O 9.14539 0.71936 0.06411
C 8.86214 0.05714 1.30232
C 9.84408 0.53091 2.37207
H 12.45949 1.01628 -0.30184
H 13.92321 0.01609 -0.18168
H 12.74193 0.04175 1.13625
H 12.32383 -1.14557 -1.65562
H 12.48331 -2.04057 -0.15640
H 7.81103 -0.33694 -3.11831
H 6.51181 -0.96391 -2.10936
H 8.75089 -2.72572 -3.22827
H 7.15090 -2.55748 -3.97372
H 7.33085 -3.26509 -2.35671
H 8.87956 -1.02506 1.20359
H 7.84522 0.33640 1.58216
H 10.64548 1.13364 1.95001
H 10.28386 -0.31890 2.89732
H 9.33205 1.13823 3.12115
```

The value obtained for the maximum force is 10.1 eV/Å. Its SMILES is CCNC1=C(CCO)C(=O)C=C(I)C1=O.CCOP(=O)(OCC)OCC.CCOP(=O)(OCC)OCC.CCOP(=O)(OCC)OCC.CCOP(=O)(OCC)OCC. The HOMO-LUMO gap is 6.7 eV.

Results of the Löwdin charge analysis, in e, for atoms 1 through 8: -0.08, -0.22, 0.03, -0.18, -0.08, -0.09, -0.23, -0.07

3.
C34H72O22S7 | ωB97M-V/def2-TZVPD

```
135
Properties=species:S:1:pos:R:3
C 7.58548 -21.93905 -13.96959
C 6.78282 -20.63538 -13.83126
C 6.93256 -19.86244 -12.54206
O 7.18805 -18.52419 -12.97342
C 7.46807 -18.49086 -14.29350
O 7.67851 -17.47922 -14.96056
O 7.19549 -19.64174 -14.79541
H 8.49531 -21.83441 -13.37853
H 7.78237 -22.07379 -15.03316
H 7.06502 -22.83379 -13.62807
H 5.74066 -20.93522 -13.94115
H 7.73682 -20.29018 -11.94348
H 5.92897 -20.00976 -12.14307
C 15.13245 -18.54711 -8.34741
C 13.68468 -18.83477 -7.85978
C 12.59763 -18.67715 -8.90916
O 11.94991 -19.95209 -8.90225
C 12.52733 -20.80331 -8.04536
O 12.28942 -21.96481 -8.03732
O 13.60900 -20.21867 -7.47246
H 15.25141 -17.57715 -8.83024
H 15.59626 -19.29082 -8.99540
H 15.72994 -18.51387 -7.43638
H 13.47917 -18.14306 -7.04284
H 13.14004 -18.51395 -9.84042
H 11.91009 -17.84901 -8.73723
C 9.61351 -18.07561 -18.75731
C 10.75162 -18.64601 -17.91797
C 11.08719 -17.74945 -16.74815
O 11.12773 -18.64127 -15.61240
C 10.69579 -19.89746 -16.00049
O 10.44803 -20.84024 -15.23791
O 10.39477 -19.88926 -17.26955
H 8.64896 -18.36182 -18.33798
H 9.64620 -18.62701 -19.69698
H 9.70457 -17.02772 -19.04318
H 11.61284 -18.89203 -18.53918
H 10.28408 -17.02660 -16.60466
H 11.94497 -17.08872 -16.87370
C 8.98429 -13.86851 -15.93314
C 9.99139 -13.98720 -16.99596
C 9.38437 -13.69943 -18.40676
O 10.25626 -12.72179 -18.87710
C 11.07312 -12.25277 -17.97432
O 11.83077 -11.23659 -18.08608
O 10.97551 -12.99519 -16.82433
H 8.00516 -14.27310 -16.18947
H 8.81217 -12.83129 -15.64570
H 9.25120 -14.25930 -14.95123
H 10.41202 -14.99276 -16.99955
H 8.33080 -13.44094 -18.30058
H 9.44606 -14.47773 -19.16738
C 10.17498 -9.56183 -9.58927
C 10.00379 -11.07549 -9.56691
C 8.55742 -11.53102 -9.61105
O 8.34586 -12.24919 -10.80311
C 9.51024 -12.31228 -11.43137
O 9.65258 -12.97906 -12.48542
O 10.42800 -11.56570 -10.87311
H 9.50816 -9.02044 -10.26036
H 11.22764 -9.31082 -9.71964
H 9.93619 -9.19352 -8.59156
H 10.48395 -11.49826 -8.68440
H 7.86805 -10.69670 -9.48150
H 8.37948 -12.23917 -8.80175
C 16.43581 -13.64941 -16.93636
S 14.72660 -13.81715 -16.24378
O 14.88519 -14.13349 -14.73109
C 14.35005 -11.96996 -16.25644
H 16.96397 -13.20469 -16.09294
H 16.37723 -12.92660 -17.75012
H 16.96896 -14.55475 -17.22653
H 13.36912 -11.76984 -15.82534
H 14.23852 -11.59925 -17.27538
H 15.09847 -11.34329 -15.77141
C 5.58242 -16.25448 -11.20999
S 4.71395 -17.84066 -10.56140
O 4.29543 -17.52563 -9.15031
C 3.20304 -17.69310 -11.59049
H 5.86252 -16.29559 -12.26258
H 6.54323 -16.16985 -10.70226
H 4.96676 -15.40391 -10.91743
H 2.38596 -17.16700 -11.09682
H 2.78857 -18.69385 -11.71213
H 3.31041 -17.29015 -12.59756
C 12.15762 -14.30415 -6.83665
S 10.35076 -14.54970 -7.13665
O 9.74797 -13.18789 -6.75375
C 10.56419 -14.46200 -8.97585
H 12.41912 -13.33075 -7.25163
H 12.74896 -15.10580 -7.27913
H 12.23566 -14.33094 -5.74978
H 10.95094 -15.39211 -9.39228
H 11.39342 -13.81282 -9.25697
H 9.62747 -14.26040 -9.49552
C 12.03396 -15.24120 -13.44775
S 11.44012 -16.25206 -12.06165
O 11.98075 -17.68291 -12.28231
C 9.71551 -16.43534 -12.57049
H 11.56031 -14.25968 -13.46686
H 11.81624 -15.67288 -14.42467
H 13.07571 -14.99024 -13.24808
H 9.11333 -16.71932 -11.70746
H 9.73231 -17.08946 -13.44224
H 9.29865 -15.46539 -12.84165
C 15.12952 -16.87014 -13.19433
S 16.57757 -18.03032 -13.25907
O 16.03677 -19.30488 -13.99711
C 17.42930 -17.00529 -14.57340
H 15.23262 -15.88267 -12.74445
H 14.38758 -17.46538 -12.66206
H 14.68021 -16.72566 -14.17685
H 16.80176 -16.91321 -15.45985
H 18.44200 -17.39875 -14.66133
H 17.51607 -15.97893 -14.21682
C 7.58037 -19.30643 -8.83370
S 9.00779 -18.06582 -8.97663
O 8.40257 -16.68165 -9.17478
C 9.67622 -18.41549 -7.31815
H 8.00592 -20.27132 -8.55804
H 7.04561 -19.29677 -9.78346
H 6.90341 -18.95821 -8.05360
H 10.52471 -17.73694 -7.23018
H 9.96789 -19.46307 -7.24318
H 8.96471 -18.13417 -6.54181
C 11.33973 -20.53815 -11.96338
S 12.60536 -21.80097 -11.51043
O 12.65103 -22.71096 -12.75247
C 14.15718 -20.76069 -11.74190
H 11.32889 -19.68120 -11.28988
H 10.33698 -20.96543 -11.95747
H 11.56886 -20.17184 -12.96408
H 14.06798 -20.36315 -12.75290
H 15.11436 -21.26220 -11.59916
H 14.19681 -19.98683 -10.97530
```

For the energy above the lowest of the compared OMol25 structures with the same formula, charge and spin, the calculation gives 24.6 kcal/mol. The value obtained for the maximum force is 5.5 eV/Å. The HOMO-LUMO gap is 7.8 eV.

Results of the Löwdin charge analysis, in e, for atoms 1 through 8: 0.00, -0.28, -0.11, 0.05, -0.57, 0.10, 0.12, 0.07

| no. | highest occupied orbital energy (eV) | E_tot (hartree) |
| --- | --- | --- |
| 1 | -5.67 | -5929.0987 |
| 2 | -8.86 | -4485.9678 |
| 3 | -7.65 | -5781.0295 |